Formula: C4H10FN2
Source: OMol25
Level of theory: ωB97M-V with the def2-TZVPD basis set

Geometry (Å):
1 C 0.239 -1.780 -0.618
2 C -1.073 2.107 -0.368
3 C 0.962 0.862 0.339
4 C 1.164 -1.281 0.275
5 N -0.838 -2.464 -0.215
6 N -0.302 1.310 0.537
7 F 0.952 -1.455 1.551
8 H 0.405 -1.493 -1.697
9 H -1.093 3.096 -0.013
10 H -0.592 2.270 -1.327
11 H -2.038 1.679 -0.502
12 H 1.790 0.872 1.167
13 H 1.387 1.209 -0.661
14 H 2.244 -1.151 -0.052
15 H -1.725 -2.451 -0.612
16 H -0.680 1.445 1.419
17 H -0.804 -2.776 0.778

Results
- spin multiplicity = 1
- energy relative to the best compared isomer or geometry (same formula, charge and spin) (kJ/mol) = 158.96
- net charge = +1
- orbital gap (eV) = 8.23

Formula: C22H43N2OP3Pm
Source: OMol25
Level of theory: ωB97M-V with the def2-TZVPD basis set

Geometry (Å):
1 Pm -0.162 0.288 0.117
2 P 1.922 0.561 2.124
3 P -1.125 2.545 -1.224
4 P 2.157 -0.379 -1.564
5 H -0.968 -4.456 0.941
6 C 0.119 -4.560 1.023
7 C 0.780 -4.191 2.132
8 H 0.245 -3.784 2.993
9 C 1.358 0.616 3.873
10 C 2.477 2.301 1.847
11 C 3.450 -0.446 2.268
12 C -2.415 2.400 -2.497
13 C -1.795 3.832 -0.097
14 C 0.301 3.326 -2.078
15 C 2.978 -1.996 -1.224
16 C 3.526 0.851 -1.420
17 C 2.097 -0.482 -3.388
18 H 0.636 -4.931 0.129
19 H 1.871 -4.284 2.197
20 H 0.834 -0.326 4.083
21 H 0.631 1.430 4.012
22 H 2.179 0.735 4.583
23 H 1.620 2.974 1.987
24 H 2.820 2.414 0.809
25 H 3.281 2.609 2.528
26 H 3.146 -1.502 2.325
27 H 4.040 -0.210 3.163
28 H 4.087 -0.333 1.383
29 H -2.692 3.400 -2.866
30 H -3.310 1.917 -2.068
31 H -2.058 1.800 -3.340
32 H -2.381 4.562 -0.677
33 H -0.986 4.344 0.446
34 H -2.456 3.351 0.643
35 H -0.024 4.183 -2.692
36 H 0.783 2.580 -2.731
37 H 1.048 3.672 -1.346
38 H 3.348 -2.427 -2.161
39 H 2.236 -2.685 -0.792
40 H 3.805 -1.887 -0.510
41 H 4.256 0.684 -2.224
42 H 4.032 0.791 -0.452
43 H 3.103 1.862 -1.532
44 H 3.093 -0.780 -3.772
45 H 1.822 0.493 -3.819
46 H 1.361 -1.233 -3.708
47 C -2.151 -1.468 -2.054
48 C -3.112 -1.018 -2.968
49 C -2.943 -1.399 -4.294
50 C -1.966 -2.337 -4.654
51 C -1.129 -2.886 -3.657
52 C -1.253 -2.492 -2.319
53 O -1.883 -0.663 -0.918
54 H -2.356 0.208 -1.015
55 H -3.913 -0.346 -2.645
56 H -3.597 -0.989 -5.065
57 H -1.831 -2.630 -5.690
58 H -0.390 -3.633 -3.934
59 H -0.670 -2.959 -1.519
60 N -2.289 -1.966 2.635
61 C -2.170 -0.660 2.985
62 C -2.746 -0.164 4.167
63 C -2.559 1.170 4.508
64 C -1.886 2.005 3.608
65 C -1.378 1.474 2.422
66 N -1.493 0.153 2.112
67 H -1.691 -2.365 1.915
68 H -2.856 -2.577 3.207
69 H -3.308 -0.862 4.791
70 H -2.926 1.572 5.455
71 H -1.731 3.070 3.799
72 H -0.843 2.134 1.705

Results
- spin multiplicity = 5
- ⟨S²⟩ = 6.006
- net charge = +3
- orbital gap (alpha / beta) (eV) = 7.68 / 7.94

Formula: C6H8N2O3
Source: OMol25
Level of theory: ωB97M-V with the def2-TZVPD basis set

Geometry (Å):
1 C -2.353 1.003 -1.338
2 C -2.212 1.574 -0.034
3 O -2.990 2.347 0.461
4 C -1.006 1.260 0.632
5 C -0.016 1.116 1.335
6 O 1.116 0.721 1.828
7 C 1.846 -0.279 1.136
8 N 2.452 0.303 -0.068
9 N 0.906 -1.483 0.941
10 C 0.510 -1.894 -0.261
11 O 0.558 -1.273 -1.295
12 H -3.281 1.296 -1.931
13 H -2.379 -0.189 -1.476
14 H -1.405 1.174 -1.849
15 H 2.614 -0.529 1.763
16 H 1.713 0.223 -0.784
17 H 3.032 -0.339 -0.425
18 H 0.912 -2.147 1.656
19 H -0.017 -2.884 -0.291

Results
- spin multiplicity = 1
- energy relative to the best compared isomer or geometry (same formula, charge and spin) (kJ/mol) = 389.75
- SMILES string = CC(=O)C#CO[C@H](N)NC=O
- net charge = 0
- orbital gap (eV) = 10.06

Formula: C4H10O3
Source: OMol25
Level of theory: ωB97M-V with the def2-TZVPD basis set

Geometry (Å):
1 C -0.532 0.499 1.810
2 O 0.126 1.236 0.844
3 C -0.519 1.262 -0.405
4 C 0.728 0.098 -0.806
5 O 1.530 -0.633 0.172
6 C 0.038 -1.053 -1.473
7 O -0.706 -1.821 -0.539
8 H 0.231 0.155 2.511
9 H -1.091 -0.369 1.427
10 H -1.204 1.229 2.255
11 H -1.577 0.891 -0.383
12 H -0.674 2.368 -0.619
13 H 1.421 0.713 -1.360
14 H 2.186 -0.086 0.630
15 H 0.781 -1.675 -1.977
16 H -0.672 -0.623 -2.172
17 H -0.064 -2.191 0.086

Results
- spin multiplicity = 1
- energy relative to the best compared isomer or geometry (same formula, charge and spin) (kJ/mol) = 415.58
- SMILES string = COC[C@@H](O)CO
- net charge = 0
- orbital gap (eV) = 9.37

Formula: C3H8N3S
Source: OMol25
Level of theory: ωB97M-V with the def2-TZVPD basis set

Geometry (Å):
1 C 0.713 0.538 0.473
2 C -0.749 -1.177 0.631
3 C -0.355 -0.014 -1.602
4 N -0.754 -0.775 1.961
5 N 0.044 -0.304 -0.253
6 N 1.560 1.446 -0.031
7 S 0.719 0.029 2.136
8 H -0.325 -2.179 0.524
9 H -1.691 -1.265 0.243
10 H -1.401 -0.305 -1.870
11 H -0.303 0.981 -1.883
12 H 0.427 -0.477 -2.122
13 H -1.496 -0.079 2.071
14 H 1.607 1.664 -1.043
15 H 2.003 1.919 0.764

Results
- spin multiplicity = 1
- energy relative to the best compared isomer or geometry (same formula, charge and spin) (kJ/mol) = 74.70
- net charge = +1
- orbital gap (eV) = 10.42

Formula: C39H61BI2LaN10S3
Source: OMol25
Level of theory: ωB97M-V with the def2-TZVPD basis set

Geometry (Å):
1 La 0.131 1.473 2.087
2 C 4.458 0.243 -3.176
3 C 3.671 0.444 -4.469
4 C 4.381 -0.304 -5.597
5 C 3.612 1.923 -4.860
6 N 2.305 -0.108 -4.304
7 C 1.809 -1.170 -5.047
8 C 0.533 -1.348 -4.686
9 N 0.216 -0.421 -3.715
10 B -1.265 -0.294 -3.284
11 N -1.622 1.172 -2.885
12 C -1.609 2.083 -3.918
13 C -2.033 3.261 -3.446
14 N -2.316 3.095 -2.096
15 C -2.043 1.793 -1.757
16 S -2.213 1.046 -0.229
17 C -2.949 4.236 -1.377
18 C -4.338 4.454 -1.988
19 C -2.069 5.475 -1.609
20 C -3.112 4.041 0.123
21 N -1.762 -1.372 -2.283
22 C -3.130 -1.484 -2.127
23 C -3.411 -2.706 -1.665
24 N -2.206 -3.398 -1.540
25 C -1.180 -2.536 -1.871
26 S 0.467 -2.761 -1.594
27 C -2.212 -4.856 -1.267
28 C -2.330 -5.073 0.243
29 C -3.430 -5.470 -1.975
30 C -0.983 -5.592 -1.796
31 C 1.307 0.344 -3.470
32 S 1.428 1.552 -2.294
33 H 5.478 0.614 -3.299
34 H 4.493 -0.817 -2.917
35 H 3.980 0.785 -2.367
36 H 5.361 0.150 -5.741
37 H 3.831 -0.227 -6.536
38 H 4.530 -1.358 -5.355
39 H 4.625 2.297 -5.018
40 H 3.136 2.510 -4.078
41 H 3.044 2.045 -5.785
42 H 2.399 -1.727 -5.747
43 H -0.184 -2.074 -5.021
44 H -1.893 -0.488 -4.308
45 H -1.283 1.806 -4.905
46 H -2.139 4.203 -3.948
47 H -4.285 4.614 -3.065
48 H -4.802 5.329 -1.531
49 H -4.972 3.585 -1.799
50 H -2.179 5.873 -2.618
51 H -1.020 5.224 -1.450
52 H -2.349 6.258 -0.905
53 H -3.753 3.196 0.356
54 H -3.560 4.949 0.530
55 H -2.153 3.875 0.606
56 H -3.788 -0.666 -2.365
57 H -4.356 -3.136 -1.397
58 H -3.184 -4.528 0.649
59 H -1.425 -4.721 0.738
60 H -2.456 -6.136 0.459
61 H -4.372 -5.207 -1.494
62 H -3.341 -6.557 -1.954
63 H -3.469 -5.149 -3.016
64 H -0.071 -5.237 -1.329
65 H -0.885 -5.459 -2.874
66 H -1.107 -6.656 -1.583
67 C 3.699 1.467 1.190
68 N 2.787 0.450 1.712
69 C 2.548 -0.576 0.680
70 C 3.278 -0.220 2.898
71 C 4.622 -0.489 3.084
72 C 5.071 -1.252 4.158
73 C 4.131 -1.807 5.012
74 C 2.782 -1.549 4.843
75 C 2.311 -0.698 3.820
76 N 1.001 -0.384 3.602
77 C 0.016 -0.614 4.550
78 C 0.173 -0.407 5.927
79 C -0.886 -0.545 6.809
80 C -2.138 -0.896 6.340
81 C -2.323 -1.109 4.979
82 C -1.276 -0.971 4.079
83 N -1.422 -1.150 2.665
84 C -2.794 -1.222 2.184
85 C -0.689 -2.332 2.189
86 H 4.623 1.032 0.787
87 H 3.957 2.180 1.972
88 H 3.205 1.998 0.376
89 H 3.490 -1.059 0.385
90 H 2.098 -0.124 -0.203
91 H 1.874 -1.345 1.059
92 H 5.350 -0.113 2.375
93 H 6.129 -1.432 4.296
94 H 4.452 -2.453 5.821
95 H 2.066 -2.016 5.504
96 H 1.141 -0.098 6.302
97 H -0.733 -0.355 7.865
98 H -2.974 -0.998 7.020
99 H -3.306 -1.392 4.626
100 H -3.294 -2.151 2.498
101 H -2.786 -1.188 1.095
102 H -3.368 -0.369 2.546
103 H -0.624 -2.315 1.099
104 H -1.206 -3.250 2.504
105 H 0.317 -2.345 2.598
106 I 2.129 4.929 1.907
107 C 0.665 3.683 0.847
108 H 1.133 3.570 -0.128
109 H -0.150 4.400 0.714
110 N 1.776 2.415 4.252
111 H 2.772 2.275 4.107
112 H 1.489 1.806 5.012
113 H 1.638 3.371 4.558
114 I -1.535 2.972 5.243
115 C -1.979 2.487 3.152
116 H -2.348 3.445 2.782
117 H -2.853 1.835 3.247

Results
- spin multiplicity = 1
- net charge = -1
- orbital gap (eV) = 6.60

Number 1: total energy -367.45153 Ha, strongest force on any atom 3.4 eV/Å. Number 2: total energy -2680.35658 Ha, strongest force on any atom 1.9 eV/Å. Number 3: total energy -568.54493 Ha, strongest force on any atom 5.4 eV/Å. Number 4: total energy -383.99134 Ha, strongest force on any atom 2.8 eV/Å. Number 5: total energy -681.28582 Ha, strongest force on any atom 3.7 eV/Å. Number 6: total energy -3916.91833 Ha, strongest force on any atom 0.9 eV/Å.